# 1
Computed, not measured: a structure of composition C2H2N4 in a non-equilibrium geometry, with wB97M-V/def2-TZVPD.

Each line ends with the Mulliken charge.
Element x y z (Å)
1 C 0.08752 1.06956 -0.50080  0.084
2 N -0.13741 0.44378 -1.57012  -0.384
3 N 0.12295 -1.38078 -1.12817  -0.178
4 N 0.03212 -1.49868 0.05679  0.057
5 C -0.03563 -0.52159 1.06206  0.065
6 N 0.31963 0.69075 0.84506  -0.376
7 H -0.01979 2.11605 -0.78661  0.370
8 H -0.36938 -0.91910 2.02179  0.363

Total charge: 0
E_HOMO in eV: -9.207
Relative energy (zero: lowest compared OMol25 entry of this formula, charge and spin) in eV: 3.648
F_max in eV Å⁻¹: 3.7
LUMO in eV: -1.113
Electronic energy in Eh: -296.29081

=====

# 2
Computed, not measured: a cluster of 2 separate species, C4H12BrN2P in total in a non-equilibrium geometry, with wB97M-V/def2-TZVPD.

Each line ends with the Mulliken charge.
Element x y z (Å)
1 C 0.39828 -0.52071 2.47029  -1.119
2 C -1.80257 0.27226 2.23611  -0.782
3 C -0.72021 -0.46372 -1.88098  -1.183
4 C 1.43174 0.14704 -2.81411  -0.769
5 N -0.72172 -0.36711 1.52672  -0.182
6 N 0.51474 0.27225 -1.61819  0.168
7 P 0.40108 1.44585 -0.41632  0.042
8 Br 2.60061 1.45116 0.11130  -0.268
9 H 0.66245 0.16787 3.22894  0.422
10 H 0.21082 -1.39826 3.00227  0.434
11 H 1.39470 -0.81140 1.99568  0.307
12 H -2.10872 -0.24655 3.18803  0.331
13 H -1.51145 1.44043 2.32237  0.265
14 H -2.59670 0.06808 1.49125  0.263
15 H -1.16444 -0.58650 -0.99323  0.364
16 H -1.31621 0.08045 -2.50535  0.428
17 H -0.63941 -1.31549 -2.45525  0.403
18 H 1.12369 0.66649 -3.67975  0.283
19 H 2.28963 0.67146 -2.42871  0.205
20 H 1.55369 -0.97361 -2.78106  0.389

Total charge: 0
E_HOMO (spin up / spin down) in eV: -8.680 / -7.031
Relative energy (zero: lowest compared OMol25 entry of this formula, charge and spin) in eV: 2.916
F_max in eV Å⁻¹: 4.2
LUMO (spin up / spin down) in eV: -0.242 / 0.004
Electronic energy in Eh: -3184.33700

=====

# 3
Computed, not measured: a structure of composition C5H8O2, with wB97M-V/def2-TZVPD.

Each line ends with the Mulliken charge.
Element x y z (Å)
1 C 1.56604 0.68400 -0.27448  -1.518
2 C 0.40875 0.03188 0.44162  1.836
3 O 0.69417 -0.28290 1.79777  -0.588
4 C -0.99312 0.68292 0.38895  -1.362
5 C -1.46593 -0.62046 -0.22770  0.315
6 O -1.01385 -0.58349 -1.60163  -0.436
7 C -0.13679 -1.32452 -0.07261  -1.096
8 H 1.28596 0.93583 -1.30152  0.322
9 H 1.87007 1.59754 0.24791  0.342
10 H 2.42209 -0.00023 -0.31415  0.371
11 H 1.33393 -1.01115 1.78539  0.387
12 H -1.38219 0.85596 1.39468  0.331
13 H -1.12608 1.57361 -0.23160  0.297
14 H -2.46665 -1.03925 -0.11533  0.400
15 H -0.99641 -1.49976 -1.91731  0.399

Total charge: 0
E_HOMO in eV: -8.743
Relative energy (zero: lowest compared OMol25 entry of this formula, charge and spin) in eV: 4.851
F_max in eV Å⁻¹: 0.4
LUMO in eV: 0.594
Electronic energy in Eh: -345.62668

=====

# 4
Computed, not measured: a structure of composition C42H48Cl3N3O2P2SY in a non-equilibrium geometry, with wB97M-V/def2-TZVPD.

Each line ends with the Mulliken charge.
Element x y z (Å)
1 Y 0.83351 0.96778 -0.86762  -0.371
2 Cl 5.55771 2.30669 -2.10859  -0.096
3 C 4.69128 2.53770 -0.60664  0.972
4 Cl 5.49330 1.65587 0.69995  -0.095
5 Cl 4.60116 4.27604 -0.21642  -0.132
6 C 3.24192 1.99832 -0.70807  0.332
7 O 2.49413 2.08739 0.30963  -0.531
8 O 2.85447 1.47366 -1.77641  -0.157
9 C 0.81478 5.25758 -0.34182  -1.554
10 P 0.00553 3.77780 -1.02413  1.523
11 C -1.69195 4.35626 -1.29949  0.722
12 C -2.25209 4.53607 -2.55671  -0.114
13 C -3.57809 4.93841 -2.68852  -0.772
14 C -4.34957 5.16800 -1.56167  -0.545
15 C -3.79627 4.99218 -0.29706  -0.683
16 C -2.48059 4.58044 -0.16878  -0.505
17 C 0.73217 3.53746 -2.67567  0.192
18 C 1.79518 4.30437 -3.14424  -0.737
19 C 2.44713 3.95550 -4.31998  -0.746
20 C 2.04665 2.84254 -5.04587  -0.545
21 C 0.98320 2.07263 -4.59945  -1.028
22 C 0.33879 2.41481 -3.41895  -0.292
23 H 1.88680 5.09429 -0.24783  0.278
24 H 0.42002 5.42744 0.65930  0.420
25 H 0.61761 6.13901 -0.95184  0.476
26 H -1.65744 4.37329 -3.44717  0.349
27 H -3.99866 5.07638 -3.67567  0.431
28 H -5.37951 5.48229 -1.66633  0.411
29 H -4.39611 5.17049 0.58584  0.422
30 H -2.07126 4.42932 0.82506  0.287
31 H 2.13081 5.17045 -2.58951  0.429
32 H 3.27501 4.55713 -4.67153  0.423
33 H 2.56228 2.57839 -5.95929  0.431
34 H 0.65606 1.21021 -5.16514  0.513
35 H -0.52185 1.82265 -3.10804  0.858
36 C -5.25135 -2.45083 0.50590  -0.929
37 C -4.50258 -3.53332 1.27263  -0.605
38 C -3.04101 -3.72044 0.88519  -1.196
39 C -2.11344 -2.59674 1.30622  0.338
40 N -2.30732 -1.41984 0.44179  0.696
41 C -1.96714 -0.14943 0.57323  -0.754
42 S -2.04503 0.92360 -0.78679  -0.491
43 N -1.54621 0.40250 1.72974  0.531
44 C -1.60413 -0.09288 3.11221  -1.316
45 C -3.01977 -0.19046 3.66495  0.187
46 C -3.75478 1.14790 3.79480  -0.834
47 C -4.43660 1.63790 2.51758  -0.776
48 H -6.31483 -2.47045 0.74343  0.381
49 H -5.16004 -2.59578 -0.57409  0.298
50 H -4.88356 -1.44749 0.73169  0.062
51 H -5.01091 -4.48934 1.12991  0.417
52 H -4.55640 -3.33268 2.34880  0.269
53 H -2.95095 -3.88667 -0.19567  0.393
54 H -2.65415 -4.62964 1.35194  0.422
55 H -1.06673 -2.90069 1.23107  -0.570
56 H -2.32212 -2.34494 2.33969  0.544
57 H -2.48338 -1.63533 -0.53197  0.381
58 H -1.50473 1.40781 1.63503  0.345
59 H -1.02795 0.63198 3.69006  0.640
60 H -1.05133 -1.02571 3.18636  0.235
61 H -2.94251 -0.67312 4.64300  0.555
62 H -3.61533 -0.86467 3.03929  -0.252
63 H -3.05954 1.90783 4.16985  0.282
64 H -4.51612 1.04337 4.56943  0.354
65 H -3.74646 1.84277 1.69692  0.054
66 H -4.99556 2.55635 2.69952  0.438
67 H -5.14868 0.89431 2.14974  0.206
68 N 0.59714 -1.08451 -0.70961  -0.439
69 P 1.71266 -2.05082 -0.18141  1.394
70 C 1.91570 -1.90802 1.61385  0.858
71 C 2.21336 -2.99320 2.43659  -0.454
72 C 2.36425 -2.82605 3.80939  -0.813
73 C 2.22692 -1.56830 4.37613  -0.787
74 C 1.92170 -0.47560 3.57306  -0.940
75 C 1.75472 -0.65640 2.20916  -0.286
76 C 3.37014 -1.78795 -0.84596  0.785
77 C 3.54816 -1.61627 -2.22104  -0.347
78 C 4.81665 -1.46090 -2.74979  -0.773
79 C 5.92928 -1.48199 -1.91266  -0.587
80 C 5.76881 -1.65310 -0.54719  -0.743
81 C 4.49162 -1.80642 -0.01731  -0.248
82 C 1.39703 -3.80592 -0.52888  0.033
83 C 2.37189 -4.79992 -0.41561  -0.620
84 C 2.06787 -6.12282 -0.69222  -0.704
85 C 0.78462 -6.46891 -1.10420  -0.580
86 C -0.18352 -5.48708 -1.24868  -0.800
87 C 0.12366 -4.16200 -0.96360  -0.223
88 H 2.32392 -3.98299 2.01427  0.468
89 H 2.59275 -3.68189 4.43065  0.458
90 H 2.35536 -1.43812 5.44304  0.410
91 H 1.81431 0.51044 4.00625  0.577
92 H 1.48345 0.21514 1.61977  0.249
93 H 2.69054 -1.59823 -2.88456  0.407
94 H 4.94209 -1.32250 -3.81552  0.440
95 H 6.92066 -1.36041 -2.32957  0.416
96 H 6.63109 -1.65870 0.10624  0.469
97 H 4.37345 -1.92019 1.05326  0.308
98 H 3.38587 -4.54014 -0.13221  0.434
99 H 2.83007 -6.88538 -0.60330  0.431
100 H 0.54780 -7.50065 -1.32871  0.399
101 H -1.17393 -5.75268 -1.59634  0.442
102 H -0.61553 -3.38221 -1.10612  0.498

Total charge: +1
E_HOMO in eV: -10.752
Relative energy (zero: lowest compared OMol25 entry of this formula, charge and spin) in eV: 0.533
F_max in eV Å⁻¹: 1.1
LUMO in eV: -2.206
Electronic energy in Eh: -4443.79496

=====

# 5
Computed, not measured: a cluster of 2 separate species, C3H4NOS2 in total in a non-equilibrium geometry, with wB97M-V/def2-TZVPD.

Each line ends with the Mulliken charge.
Element x y z (Å)
1 C -1.28320 -0.60539 0.07621  0.178
2 C 0.71106 -0.76697 -1.35139  0.182
3 C -0.23247 0.76193 2.01955  -0.816
4 N -0.43853 -0.98579 -0.76802  -0.140
5 O -2.43389 -0.47819 0.34888  -0.478
6 S 1.87613 -1.91113 -1.61020  -0.416
7 S 0.77528 0.93138 -2.03782  -0.205
8 H -1.34830 0.75147 2.23762  0.208
9 H 0.37085 -0.01308 2.52248  0.225
10 H 0.18998 1.47746 1.23860  0.188
11 H 1.81310 0.83831 -2.67591  0.075

Total charge: -1
E_HOMO (spin up / spin down) in eV: -3.739 / -2.320
Relative energy (zero: lowest compared OMol25 entry of this formula, charge and spin) in eV: 3.548
F_max in eV Å⁻¹: 4.4
LUMO (spin up / spin down) in eV: 3.181 / 3.184
Electronic energy in Eh: -1043.02294

=====

# 6
Computed, not measured: a cluster of 7 separate species, C40H48N5 in total, with wB97M-V/def2-TZVPD.

Each line ends with the Mulliken charge.
Element x y z (Å)
1 N -0.31076 -2.33219 2.61908  -0.558
2 C -1.43563 -1.99987 1.78265  0.040
3 C -1.78313 -0.51547 1.79654  -1.104
4 C -2.93356 -0.18675 0.84118  -0.756
5 N -3.94991 -1.28524 0.84021  -0.224
6 C -3.78578 -2.05341 1.99197  -0.058
7 N -4.72956 -2.04270 2.86494  -0.076
8 N -2.63222 -2.77518 2.24832  0.270
9 N -2.71996 -4.11795 1.69462  -0.573
10 H 0.06264 -1.50688 3.06839  0.339
11 H 0.45091 -2.69387 2.06068  0.242
12 H -1.21521 -2.30291 0.75189  0.319
13 H -0.90029 0.06570 1.54356  0.534
14 H -2.04189 -0.24072 2.82341  0.379
15 H -3.41861 0.73305 1.15114  0.324
16 H -2.55651 -0.06911 -0.16857  0.520
17 H -3.83552 -1.87342 0.02148  0.404
18 H -5.52448 -1.43556 2.71056  0.317
19 H -4.71430 -2.59598 3.71425  0.090
20 H -3.30413 -4.12198 0.86285  0.271
21 H -1.78551 -4.39010 1.42401  0.145
22 C -6.97312 -0.53903 -3.69305  -0.422
23 C -8.01121 0.36346 -3.51236  -0.465
24 C -8.28564 0.86533 -2.24784  -0.366
25 C -7.51815 0.46806 -1.16280  -0.586
26 C -6.47761 -0.43381 -1.34165  0.265
27 C -6.20754 -0.93853 -2.60720  -0.451
28 H -6.76200 -0.93110 -4.67896  0.372
29 H -8.60778 0.67632 -4.35866  0.367
30 H -9.09813 1.56586 -2.10873  0.373
31 H -7.73253 0.86356 -0.17780  0.341
32 H -5.87473 -0.74269 -0.49547  0.290
33 H -5.39969 -1.64661 -2.75251  0.314
34 C 3.77915 -0.74740 0.31646  -0.718
35 C 3.68004 0.63197 0.19944  -0.437
36 C 2.46501 1.21794 -0.12763  -0.576
37 C 1.34484 0.42450 -0.33029  -0.423
38 C 1.44300 -0.95551 -0.20885  0.220
39 C 2.66101 -1.54271 0.10927  -0.420
40 H 4.72809 -1.20267 0.56667  0.406
41 H 4.55219 1.25220 0.35830  0.524
42 H 2.39325 2.29309 -0.22701  0.396
43 H 0.39752 0.88321 -0.58806  0.410
44 H 0.56773 -1.57703 -0.36897  0.348
45 H 2.74004 -2.61955 0.19708  0.321
46 C -0.49041 -6.87310 -0.88186  -0.543
47 C -0.24539 -6.80495 -2.24668  -0.435
48 C 0.38244 -5.69022 -2.78947  -0.471
49 C 0.77306 -4.64017 -1.96957  -0.463
50 C 0.53676 -4.71460 -0.60453  0.222
51 C -0.08939 -5.82691 -0.06399  -0.452
52 H -0.98783 -7.73583 -0.45933  0.397
53 H -0.54645 -7.62083 -2.88992  0.380
54 H 0.56684 -5.64001 -3.85417  0.389
55 H 1.26348 -3.77208 -2.39155  0.418
56 H 0.84305 -3.90314 0.04648  -0.002
57 H -0.26878 -5.87387 1.00515  0.596
58 C 8.26441 2.50441 -1.61754  -0.376
59 C 8.16599 3.88398 -1.73222  -0.553
60 C 6.95072 4.46905 -2.05912  -0.374
61 C 5.83133 3.67497 -2.26564  -0.403
62 C 5.92941 2.29542 -2.14874  -0.396
63 C 7.14607 1.70973 -1.82723  -0.466
64 H 9.21302 2.04859 -1.36592  0.376
65 H 9.03738 4.50421 -1.56720  0.388
66 H 6.87661 5.54497 -2.15297  0.550
67 H 4.88289 4.13190 -2.51872  0.375
68 H 5.05641 1.67531 -2.30983  0.495
69 H 7.22323 0.63318 -1.74139  0.372
70 C 7.38452 9.75201 -5.38002  -0.346
71 C 6.57275 8.67809 -5.04367  -0.490
72 C 7.14079 7.48810 -4.61103  -0.208
73 C 8.52007 7.37314 -4.50924  -0.373
74 C 9.33143 8.44810 -4.84375  -0.408
75 C 8.76391 9.63644 -5.28122  -0.398
76 H 6.94228 10.67946 -5.71959  0.356
77 H 5.49686 8.76869 -5.11946  0.355
78 H 6.50764 6.64799 -4.35466  0.446
79 H 8.96242 6.44489 -4.16967  0.358
80 H 10.40703 8.35939 -4.76423  0.363
81 H 9.39713 10.47315 -5.54563  0.357
82 C -4.90429 -2.61768 6.90206  -0.236
83 C -4.89243 -1.85850 8.06354  -0.504
84 C -6.03050 -1.78972 8.85362  -0.341
85 C -7.17695 -2.48151 8.48591  -0.391
86 C -7.18934 -3.24136 7.32555  -0.430
87 C -6.05228 -3.30706 6.53292  -0.385
88 H -4.01026 -2.67651 6.29003  0.444
89 H -3.99711 -1.32543 8.35466  0.363
90 H -6.02388 -1.19813 9.75916  0.367
91 H -8.06117 -2.43021 9.10678  0.367
92 H -8.08125 -3.78405 7.04207  0.369
93 H -6.06257 -3.90764 5.62930  0.409

Total charge: +1
E_HOMO in eV: -10.359
F_max in eV Å⁻¹: 0.9
LUMO in eV: -4.066
Electronic energy in Eh: -1826.48624